Version one
ORCA calculation (ωB97M-V with the def2-TZVPD basis set) on C8H10O as an isolated structure.

Atoms and positions in Å:
O (-0.411, 0.656, -1.723)
C (-0.373, -2.381, -0.041)
C (1.465, -0.101, 1.367)
C (2.278, 0.875, 1.749)
C (0.578, 0.037, 0.251)
C (-0.108, 1.225, -0.447)
C (-0.315, -0.943, -0.161)
C (-1.635, 1.032, -0.092)
C (-1.277, -0.195, -0.969)
H (1.437, -1.034, 1.908)
H (2.262, 1.823, 1.266)
H (-1.406, -2.695, 0.322)
H (0.370, -2.761, 0.668)
H (0.400, 2.214, -0.504)
H (-0.118, -2.785, -1.053)
H (-1.990, -0.742, -1.568)
H (-2.210, 1.698, -0.745)
H (-2.046, 0.962, 0.902)
H (2.915, 0.772, 2.650)

Values from the calculation:
Highest occupied orbital energy   -7.96 eV
Orbital gap   8.87 eV
Molecular weight   122.17 Da
Net charge   0



Version two
ORCA calculation (ωB97M-V with the def2-TZVPD basis set) on the molecule C8H10O.

Atoms and positions in Å:
O (-0.676, 0.640, 0.698)
C (0.284, 2.672, 0.280)
C (1.110, -0.777, 0.214)
C (0.209, 1.461, 0.079)
C (1.035, 0.577, -0.752)
C (-0.881, -0.853, -1.108)
C (-0.456, -0.751, 0.379)
C (-0.046, -0.056, -1.680)
C (-0.973, -1.567, 1.336)
H (-0.144, 0.351, -2.782)
H (1.575, -1.539, -0.350)
H (-1.807, -1.306, -1.425)
H (1.816, -0.723, 1.177)
H (-0.602, -2.651, 1.239)
H (-0.835, -1.257, 2.415)
H (1.821, 0.933, -1.319)
H (-0.480, 3.183, 0.756)
H (1.114, 3.082, -0.361)
H (-2.064, -1.420, 1.204)

Values from the calculation:
Highest occupied orbital energy   -8.72 eV
Orbital gap   9.72 eV
Molecular weight   122.17 Da
Net charge   0



The most stable arrangement is version one, and the next structure is 0.0091 hartree less stable.



Version one
ORCA calculation (ωB97M-V with the def2-TZVPD basis set) on an isolated ion of composition C5H11N2S and charge +1.

Atoms and positions in Å:
S (0.974, 2.028, -0.528)
N (2.199, -1.520, -0.219)
N (0.079, -0.727, -0.345)
C (1.332, -0.526, 0.032)
C (-0.986, 0.192, -0.134)
C (-2.013, 0.268, -1.271)
C (1.682, 0.734, 0.658)
C (-1.387, 0.474, 1.270)
H (-2.331, 0.005, 1.544)
H (1.116, 1.054, 1.503)
H (1.949, -2.314, -0.852)
H (2.820, 0.853, 0.844)
H (3.261, -1.399, -0.196)
H (-2.479, -0.752, -1.273)
H (-1.386, 0.347, -2.228)
H (-0.645, 0.056, 1.939)
H (-1.495, 1.490, 1.438)
H (-0.069, -1.462, -1.130)
H (-2.623, 1.199, -1.052)

Values from the calculation:
Highest occupied orbital energy (spin up / spin down)   -12.40 / -12.33 eV
Orbital gap (spin up / spin down)   7.03 / 6.87 eV
Molecular weight   131.22 Da
Net charge   +1



Version two
ORCA calculation (ωB97M-V with the def2-TZVPD basis set) on an isolated ion of composition C5H11N2S and charge +1.

Atoms and positions in Å:
S (-3.111, -0.310, 0.045)
N (-1.332, 1.712, 0.003)
N (0.650, 0.668, -0.575)
C (-0.137, -0.869, 1.331)
C (-0.295, -1.612, -1.008)
C (-1.658, 0.427, -0.083)
C (-0.274, -0.371, -0.093)
C (0.060, 1.963, 0.077)
H (0.262, 2.721, -0.627)
H (1.615, 0.366, -0.395)
H (0.195, -0.079, 1.890)
H (0.690, -1.541, 1.551)
H (-1.010, -1.315, 1.814)
H (0.285, 2.187, 1.178)
H (0.691, 0.602, -1.561)
H (0.769, -1.980, -1.309)
H (-0.922, -2.510, -0.701)
H (-0.654, -1.250, -2.066)
H (-1.942, 2.306, 0.507)

Values from the calculation:
Highest occupied orbital energy   -12.44 eV
Orbital gap   8.87 eV
Molecular weight   131.22 Da
Net charge   +1



The most stable arrangement is version two, and the next structure is 0.0215 hartree less stable.



Version one
ORCA calculation (ωB97M-V with the def2-TZVPD basis set) on a 7-piece molecular cluster, C14H42O7 overall.

Atoms and positions in Å:
O (14.325, 23.548, -24.443)
O (18.085, 17.680, -16.452)
O (14.148, 22.484, -16.545)
O (13.836, 17.944, -17.228)
O (14.527, 20.410, -18.372)
O (16.788, 26.251, -18.876)
O (19.593, 19.805, -24.142)
C (12.854, 22.231, -15.962)
C (15.840, 19.692, -20.225)
C (18.402, 19.347, -24.786)
C (15.385, 23.749, -22.299)
C (11.893, 23.401, -16.116)
C (15.543, 20.819, -19.286)
C (19.032, 19.855, -16.501)
C (16.538, 24.874, -18.607)
C (17.754, 24.030, -18.914)
C (17.218, 19.280, -23.844)
C (12.884, 17.395, -18.127)
C (18.018, 18.927, -17.132)
C (11.499, 18.011, -17.969)
C (14.886, 22.786, -23.364)
H (13.231, 17.534, -19.158)
H (19.043, 20.821, -17.012)
H (16.874, 20.275, -23.563)
H (15.002, 19.366, -20.839)
H (17.606, 22.954, -18.816)
H (14.612, 24.042, -21.591)
H (16.247, 24.760, -17.555)
H (16.194, 23.276, -21.735)
H (10.934, 17.937, -18.901)
H (10.964, 23.093, -16.593)
H (17.026, 19.387, -17.052)
H (16.378, 18.791, -24.348)
H (15.730, 22.198, -23.734)
H (11.640, 23.857, -15.159)
H (11.605, 19.069, -17.731)
H (16.441, 21.072, -18.711)
H (14.092, 22.946, -25.154)
H (14.118, 22.126, -22.950)
H (18.641, 18.364, -25.186)
H (19.421, 20.682, -23.787)
H (15.235, 21.730, -19.815)
H (12.865, 16.324, -17.930)
H (17.362, 17.126, -16.760)
H (17.426, 26.568, -18.230)
H (16.201, 18.839, -19.645)
H (18.243, 18.774, -18.196)
H (18.586, 24.310, -18.260)
H (15.795, 24.641, -22.771)
H (16.645, 19.988, -20.903)
H (12.342, 24.172, -16.742)
H (20.035, 19.436, -16.565)
H (12.480, 21.335, -16.460)
H (17.474, 18.668, -22.980)
H (12.986, 21.925, -14.920)
H (14.090, 18.806, -17.592)
H (14.598, 23.146, -16.013)
H (18.100, 24.222, -19.932)
H (18.765, 20.028, -15.459)
H (18.175, 19.994, -25.643)
H (14.395, 21.122, -17.727)
H (10.924, 17.524, -17.182)
H (15.675, 24.582, -19.202)

Values from the calculation:
Highest occupied orbital energy   -9.76 eV
Orbital gap   10.11 eV
Molecular weight   322.48 Da
Net charge   0



Version two
ORCA calculation (ωB97M-V with the def2-TZVPD basis set) on a 7-piece molecular cluster, C14H42O7 overall.

Atoms and positions in Å:
O (0.640, -5.555, -0.152)
O (-1.364, 2.234, -4.029)
O (-2.693, -3.554, -4.283)
O (-0.508, -0.196, 3.713)
O (-1.872, 4.536, 0.594)
O (2.577, 1.602, 0.352)
O (0.279, 0.562, 1.213)
C (0.536, -4.443, 0.843)
C (0.798, 2.243, -5.053)
C (4.558, 2.368, 1.633)
C (-0.388, 0.301, -1.073)
C (-0.639, 1.642, -5.118)
C (-3.340, -2.706, -2.054)
C (1.567, -1.229, 4.053)
C (-0.922, 3.889, 1.416)
C (-2.175, -2.809, -3.051)
C (0.100, -1.236, 4.450)
C (-1.559, 3.480, 2.705)
C (3.055, 2.039, 1.617)
C (0.849, -3.233, 0.083)
C (-0.810, 0.144, 0.465)
H (-0.868, 0.529, -5.248)
H (-4.241, -2.336, -2.349)
H (-2.216, 2.548, 2.593)
H (-0.336, -2.214, 3.974)
H (-0.054, 4.662, 1.712)
H (0.395, -3.360, -0.977)
H (-0.087, -0.854, 5.523)
H (-3.775, -3.795, -1.713)
H (0.551, -0.457, -1.423)
H (-1.176, -0.975, 0.398)
H (-1.234, 2.019, -6.016)
H (-2.023, -1.697, -3.317)
H (-3.240, -2.122, -1.074)
H (1.005, 3.351, -5.094)
H (1.753, -3.170, -0.487)
H (5.201, 1.587, 0.927)
H (1.174, -4.780, 1.774)
H (-0.534, -4.321, 1.310)
H (2.015, -0.352, 4.420)
H (-1.282, -3.404, -2.571)
H (1.596, 1.598, -4.354)
H (-0.399, 3.143, 0.957)
H (2.198, -2.052, 4.611)
H (1.371, 2.074, -5.972)
H (2.982, 1.190, 2.171)
H (-3.216, -3.096, -4.678)
H (-1.115, -0.029, -1.712)
H (-1.449, 4.731, -0.121)
H (4.933, 2.469, 2.613)
H (-2.044, 1.678, -3.909)
H (-1.437, 0.789, 0.728)
H (-0.142, 1.130, -1.135)
H (-2.004, 4.244, 3.471)
H (-0.702, 3.212, 3.162)
H (2.582, 2.926, 2.187)
H (0.202, 0.399, 2.086)
H (1.691, -1.355, 2.856)
H (-1.578, -0.158, 3.754)
H (0.006, -6.310, 0.097)
H (4.597, 3.341, 1.309)
H (1.791, 1.473, 0.464)
H (0.419, -2.332, 0.733)

Values from the calculation:
Highest occupied orbital energy   -9.80 eV
Orbital gap   10.09 eV
Molecular weight   322.48 Da
Net charge   0



The most stable arrangement is version one, and the next structure is 0.4487 hartree less stable.



Version one
ORCA calculation (ωB97M-V with the def2-TZVPD basis set) on the molecule C10H18N2O5.

Atoms and positions in Å:
O (4.942, 0.200, -0.578)
O (0.915, 1.255, -0.363)
O (5.469, -1.032, 1.241)
O (4.030, -2.691, -1.217)
O (1.864, -3.348, -0.900)
N (0.946, -0.995, -0.423)
N (-1.661, -1.262, 0.167)
C (3.173, -0.616, 0.729)
C (-1.774, 1.201, 0.854)
C (-4.231, 0.685, 0.654)
C (-3.182, 2.527, -0.744)
C (2.732, -2.460, -0.931)
C (4.632, -0.576, 0.487)
C (0.298, 0.199, -0.297)
C (-3.172, 1.784, 0.574)
C (-1.230, 0.091, -0.115)
C (2.377, -1.027, -0.555)
H (0.413, -1.820, -0.490)
H (-1.440, -1.527, 1.125)
H (-5.259, 1.152, 0.567)
H (-1.697, 0.873, 1.887)
H (-2.387, 3.283, -0.782)
H (5.866, 0.361, -0.547)
H (-1.580, 0.334, -1.094)
H (-4.132, 3.094, -0.902)
H (-2.641, -1.339, 0.049)
H (2.691, -0.305, -1.375)
H (-3.410, 2.505, 1.349)
H (4.103, -3.612, -1.554)
H (2.847, 0.415, 1.020)
H (2.945, -1.293, 1.595)
H (-3.071, 1.831, -1.619)
H (-1.041, 2.019, 0.762)
H (-4.193, 0.105, 1.602)
H (-4.141, -0.009, -0.178)

Values from the calculation:
Highest occupied orbital energy   -9.48 eV
Orbital gap   10.06 eV
Molecular weight   246.26 Da
Net charge   0



Version two
ORCA calculation (ωB97M-V with the def2-TZVPD basis set) on the molecule C10H18N2O5.

Atoms and positions in Å:
O (1.661, -1.632, -1.484)
O (-1.785, -1.442, -0.701)
O (-3.377, -2.375, 0.705)
O (3.688, -0.363, -1.487)
O (-0.025, 2.606, 0.444)
N (-2.151, 1.057, -1.874)
N (0.310, 0.540, -0.490)
C (1.702, 0.455, -0.251)
C (3.522, 0.619, 1.603)
C (1.968, -1.307, 1.662)
C (2.111, 0.143, 1.288)
C (-2.831, 1.230, 0.609)
C (-1.885, 1.677, -0.555)
C (-2.659, -0.136, 1.140)
C (2.521, -0.616, -1.129)
C (-0.452, 1.616, -0.121)
C (-2.591, -1.376, 0.238)
H (-1.912, 2.769, -0.582)
H (-3.837, 1.564, 0.124)
H (-0.176, -0.154, -0.660)
H (-1.808, -0.099, 1.797)
H (0.986, -1.817, 1.342)
H (-3.015, -3.170, 0.139)
H (2.934, -1.978, 1.372)
H (-1.572, 1.233, -2.707)
H (3.734, 1.573, 1.819)
H (2.251, 1.447, -0.653)
H (-2.696, 1.942, 1.531)
H (2.317, -2.365, -1.692)
H (-1.967, 0.115, -1.549)
H (1.963, -1.357, 2.765)
H (4.022, 0.494, 0.681)
H (1.530, 0.823, 1.852)
H (3.982, -0.031, 2.412)
H (-3.585, -0.334, 1.845)

Values from the calculation:
Highest occupied orbital energy   -8.88 eV
Orbital gap   9.11 eV
Molecular weight   246.26 Da
Net charge   0



The most stable arrangement is version one, and the next structure is 0.1272 hartree less stable.



Version one
ORCA calculation (ωB97M-V with the def2-TZVPD basis set) on H2N2O4P as an isolated structure.

Atoms and positions in Å:
P (-0.888, 1.388, 0.435)
O (-0.830, 2.770, -0.025)
O (-2.156, 0.556, 0.577)
O (-0.297, 1.175, 1.983)
O (-1.370, -0.525, 2.863)
N (-1.512, 0.593, 2.514)
N (0.437, 0.585, -0.299)
H (0.531, -0.353, -0.224)
H (0.349, 0.929, -1.304)

Values from the calculation:
Highest occupied orbital energy   -5.01 eV
Orbital gap   9.38 eV
Molecular weight   125.00 Da
Net charge   -1



Version two
ORCA calculation (ωB97M-V with the def2-TZVPD basis set) on an isolated ion of composition H2N2O4P and charge -1.

Atoms and positions in Å:
P (0.135, 0.646, -0.178)
O (2.263, -0.683, 0.562)
O (0.619, 1.643, 0.811)
O (0.799, -2.016, -0.257)
O (0.028, 0.976, -1.911)
N (1.156, -0.904, 0.057)
N (-1.325, -0.142, 0.253)
H (-1.756, 0.048, 1.129)
H (-1.919, 0.433, -0.467)

Values from the calculation:
Highest occupied orbital energy   -5.32 eV
Orbital gap   9.55 eV
Molecular weight   125.00 Da
Net charge   -1



Version three
ORCA calculation (ωB97M-V with the def2-TZVPD basis set) on a 2-piece molecular cluster, H2N2O4P overall.

Atoms and positions in Å:
P (1.087, -0.851, -0.105)
O (-1.716, 1.196, 0.236)
O (1.280, -1.709, -1.295)
O (-2.978, -0.399, -0.345)
O (1.669, -1.272, 1.225)
N (1.048, 0.802, -0.085)
N (-1.870, 0.024, -0.061)
H (0.349, 1.308, -0.525)
H (1.131, 0.900, 0.955)

Values from the calculation:
Highest occupied orbital energy   -4.00 eV
Orbital gap   7.38 eV
Molecular weight   125.00 Da
Net charge   -1



The most stable arrangement is version one, and the next structure is 0.0244 hartree less stable.



Version one
ORCA calculation (ωB97M-V with the def2-TZVPD basis set) on the molecule C3H3N5.

Atoms and positions in Å:
N (0.141, -0.252, 1.819)
N (-1.343, -0.616, -0.004)
N (1.402, 0.004, 1.495)
N (1.789, -0.105, 0.147)
N (-1.346, 1.224, -1.170)
C (0.908, 0.240, -0.801)
C (-0.541, 0.344, -0.647)
C (-0.726, -1.001, 0.975)
H (-1.202, -1.702, 1.570)
H (-0.527, 1.791, -1.694)
H (1.445, 0.072, -1.690)

Values from the calculation:
Highest occupied orbital energy   -10.40 eV
Orbital gap   8.69 eV
Molecular weight   109.09 Da
Net charge   0



Version two
ORCA calculation (ωB97M-V with the def2-TZVPD basis set) on the molecule C3H3N5.

Atoms and positions in Å:
N (-1.150, 1.348, -0.184)
N (-1.226, 0.526, -1.179)
N (1.243, -0.793, 0.899)
N (1.431, 0.146, 1.839)
N (0.571, 1.130, 1.704)
C (-0.143, 0.852, 0.583)
C (0.414, -0.261, -0.017)
C (-0.430, -0.585, -1.073)
H (1.935, -1.502, 0.810)
H (-0.584, -1.550, -1.697)
H (-2.063, 0.689, -1.684)

Values from the calculation:
Highest occupied orbital energy   -8.95 eV
Orbital gap   9.69 eV
Molecular weight   109.09 Da
Net charge   0



Version three
ORCA calculation (ωB97M-V with the def2-TZVPD basis set) on the molecule C3H3N5.

Atoms and positions in Å:
N (-1.017, 0.724, -1.176)
N (-0.116, 0.864, 1.622)
N (1.130, 0.152, -1.877)
N (-0.531, 1.769, 0.796)
N (-1.324, 1.556, -0.272)
C (-0.195, -0.451, 1.314)
C (0.202, -0.062, -1.027)
C (0.057, -0.987, 0.114)
H (0.051, -2.061, 0.008)
H (1.988, -0.377, -1.672)
H (-0.244, -1.127, 2.170)

Values from the calculation:
Highest occupied orbital energy   -9.77 eV
Orbital gap   8.58 eV
Molecular weight   109.09 Da
Net charge   0



Version four
ORCA calculation (ωB97M-V with the def2-TZVPD basis set) on the molecule C3H3N5.

Atoms and positions in Å:
N (-1.371, 0.038, -1.515)
N (-0.281, -0.760, -1.924)
N (-1.416, 0.785, -0.456)
N (-0.238, 2.183, 1.132)
N (0.733, -1.283, 0.229)
C (-0.285, 0.979, 0.541)
C (0.585, -1.197, -1.105)
C (0.239, -0.420, 0.959)
H (0.331, -0.269, 2.162)
H (0.618, 2.011, 1.861)
H (1.084, -2.067, -1.883)

Values from the calculation:
Highest occupied orbital energy   -9.85 eV
Orbital gap   8.57 eV
Molecular weight   109.09 Da
Net charge   0



The most stable arrangement is version two, and the next structure is 0.0783 hartree less stable.